Formula: C2H3ClFP
Source: the OMol25 dataset
Level of theory: ωB97M-V with the def2-TZVPD basis set

SMILES = FP1C[C@H]1Cl
LUMO level = -0.1 eV
orbital gap = 10.14 eV
E_tot = -26650.191 eV

Last column: natural (NBO) charge in e.
CARTESIAN COORDINATES (ANGSTROEM)
Cl: 2.4582 0.3133 -0.0080  -0.2184
P: -0.2359 -1.3127 0.5108  1.1342
F: -1.5071 -1.5014 -0.5427  -0.5869
C: -0.3380 0.5127 0.5177  -0.7586
C: 0.4654 -0.0346 -0.5209  -0.3691
H: 0.1619 0.7797 1.4327  0.2657
H: 0.1251 0.0443 -1.5696  0.2661
H: -1.1295 1.1987 0.1800  0.2669

Cartesian forces, eV/Å:
-2.44 -0.57 -1.22
-1.61 -0.22 -1.15
0.40 -0.70 0.58
-1.07 1.37 0.83
3.58 0.18 -0.38
0.19 0.59 0.08
0.96 0.05 0.63
-0.02 -0.70 0.63

Formula: C4H9NO2
Source: the OMol25 dataset
Level of theory: ωB97M-V with the def2-TZVPD basis set

SMILES = N[C@@H](C=O)CCO
LUMO level = 0.9 eV
orbital gap = 10.20 eV
E_tot = -9878.450 eV

Last column: natural (NBO) charge in e.
CARTESIAN COORDINATES (ANGSTROEM)
O: -1.9459 -0.8464 -1.1541  -0.7266
O: 2.0269 -0.1021 2.2692  -0.5278
N: 1.7202 -0.0396 -0.5105  -0.8252
C: 0.6009 -0.3835 0.3404  -0.1657
C: -0.5843 0.5760 0.1968  -0.4101
C: 0.9580 -0.4335 1.8303  0.4317
C: -1.3335 0.4406 -1.1196  -0.0656
H: 0.1473 -0.7635 2.5055  0.1032
H: -2.2256 -0.9857 -2.0644  0.4721
H: -0.6547 0.6014 -1.9572  0.1816
H: 2.4653 -0.7188 -0.3860  0.3683
H: -0.1641 1.5876 0.2530  0.2091
H: -1.2610 0.3734 1.0286  0.2136
H: -2.1053 1.2210 -1.0694  0.1616
H: 0.2571 -1.3883 0.0780  0.2195
H: 2.0987 0.8614 -0.2404  0.3604

Cartesian forces, eV/Å:
0.19 0.20 -0.36
0.00 -0.06 0.05
-0.16 -0.03 -0.17
0.16 -0.22 0.51
0.73 -0.34 -0.39
0.09 0.18 -0.41
-0.24 0.23 0.99
-0.09 -0.09 0.06
-0.08 -0.20 0.12
-0.04 -0.02 -0.07
-0.06 0.16 -0.04
-0.34 0.03 0.22
-0.17 0.32 -0.04
0.04 -0.06 -0.49
-0.08 -0.06 -0.03
0.06 -0.04 0.06

Formula: C9H10GaN2O4
Source: the OMol25 dataset
Level of theory: ωB97M-V with the def2-TZVPD basis set

LUMO level = -13.4 eV
orbital gap = 6.42 eV
E_tot = -73006.015 eV
total charge = +3

Last column: natural (NBO) charge in e.
CARTESIAN COORDINATES (ANGSTROEM)
Ga: 0.0037 -0.0078 -0.5663  1.0405
O: -3.2988 0.2216 -1.0745  -0.2244
O: 3.3057 -0.0984 -1.0160  -0.2194
O: -0.1501 -3.5472 -0.9498  -0.2555
O: 0.1714 3.6017 -0.7344  -0.2638
N: -0.0205 -0.0505 4.0445  -0.3956
N: -0.0200 -0.0602 1.5581  -0.7292
C: 2.1849 -0.0804 -0.7512  0.5633
C: 0.0346 0.6883 -2.6452  -0.4886
C: -0.0202 -0.0617 2.7408  0.7794
C: -0.1065 -2.4167 -0.7518  0.5612
C: -0.0322 -0.7221 -2.7265  -0.3541
C: 0.1183 2.4577 -0.6278  0.5589
C: -2.1847 0.1274 -0.7723  0.5644
C: -1.0671 0.6757 4.7949  -0.4111
C: 1.0625 -0.6996 4.8107  -0.4111
H: -2.0646 0.2853 4.5445  0.2393
H: -0.8701 0.5637 5.8713  0.2692
H: -1.0812 1.7400 4.5180  0.2368
H: -0.8689 1.3016 -2.8185  0.3015
H: -0.9895 -1.2186 -2.9462  0.2958
H: 2.0407 -0.2851 4.5322  0.2366
H: 1.1124 -1.7724 4.5778  0.2397
H: 0.8733 -1.3074 -2.9477  0.2959
H: 0.9926 1.2140 -2.8181  0.3016
H: 0.8747 -0.5495 5.8832  0.2688

Cartesian forces, eV/Å:
-0.08 -0.04 3.35
5.54 -0.48 1.59
-5.01 0.08 1.25
0.17 4.51 0.82
-0.22 -4.70 0.42
0.00 0.04 -1.92
0.01 0.02 -1.61
5.38 -0.13 -0.87
-0.07 -2.04 -2.28
0.02 0.10 1.18
-0.16 -4.40 -0.17
0.13 2.58 -2.16
0.21 4.51 0.17
-5.89 0.47 -1.21
-1.16 0.71 -0.07
1.12 -0.76 -0.05
0.39 -0.13 0.26
-0.08 0.03 -0.59
0.29 -0.30 0.24
0.31 -0.41 0.39
0.21 0.17 0.49
-0.34 0.16 0.23
-0.28 0.27 0.24
-0.20 0.20 0.49
-0.37 -0.39 0.39
0.06 -0.06 -0.56

Formula: C7H15N
Source: the OMol25 dataset
Level of theory: ωB97M-V with the def2-TZVPD basis set

SMILES = C=CCCCNCC
LUMO level = 1.1 eV
orbital gap = 10.09 eV
E_tot = -8991.160 eV

Last column: natural (NBO) charge in e.
CARTESIAN COORDINATES (ANGSTROEM)
N: 0.0443 0.7457 -1.3697  -0.6162
C: 0.1923 -1.1447 2.6277  -0.1733
C: 0.8741 -0.6993 1.3596  -0.4488
C: -1.0349 0.4701 -2.3140  -0.2129
C: -0.4893 0.9479 -0.0287  -0.2075
C: 0.6030 0.7740 1.0420  -0.4073
C: 0.8499 -1.3140 3.7645  -0.3972
C: -0.5310 0.3452 -3.7423  -0.6105
H: -1.2419 0.2001 0.2904  0.1512
H: 0.4820 -1.4923 4.7694  0.1988
H: 0.2332 1.2416 1.9581  0.2149
H: -1.8745 1.1628 -2.1874  0.1872
H: -1.5901 -0.4458 -2.0001  0.1503
H: -0.8809 -1.3123 2.6829  0.1985
H: 0.5592 -1.3893 0.5649  0.2015
H: -0.9793 1.9191 0.0056  0.1928
H: 0.1999 -0.4618 -3.7104  0.2008
H: 1.5117 1.3182 0.7810  0.2156
H: 1.9414 -1.3199 3.8092  0.1791
H: 1.9371 -0.9153 1.4825  0.2147
H: 0.6419 -0.0762 -1.3378  0.3438
H: -1.3602 0.1505 -4.4175  0.2114
H: -0.0881 1.2959 -4.0301  0.2132

Cartesian forces, eV/Å:
-0.57 -0.07 0.14
-0.04 -0.03 0.74
0.05 -1.01 0.15
-1.03 -0.82 0.46
0.54 -0.42 0.65
-0.52 0.55 -0.06
1.21 -0.23 0.57
-0.36 0.40 0.89
-0.22 0.07 -0.54
-0.79 -0.21 -0.37
0.08 0.03 0.00
0.58 0.74 -0.20
0.51 -0.16 -0.31
-0.08 0.39 -0.42
-0.09 0.37 -0.23
0.12 0.16 0.09
0.09 0.05 -0.63
0.03 -0.11 -0.20
-0.07 0.40 -0.41
0.07 0.26 0.05
0.07 0.09 -0.12
0.09 -0.33 -0.11
0.32 -0.12 -0.12

Q: Among the records above, which one has the lowest E_tot?
A: C9H10GaN2O4

Q: Which formula does entry 3 have?
A: C9H10GaN2O4

Q: The highest E_tot belongs to which entry?
A: C7H15N

Q: Which formula does entry 1 have?
A: C2H3ClFP